No. 1
The following is a quantum chemistry calculation of the molecule C6H10O in a non-equilibrium geometry, from the Open Molecules 2025 dataset.

For the energy, the calculation gives -309.73168 a.u. As for the strongest force on any atom: 2.8 eV/A. Its gap between HOMO and LUMO is 0.3958 Eh. Its SMILES is C[C@H]1C[C@]2(CO2)C1. The energy relative to the best compared isomer or geometry (same formula, charge and spin) is 290.6 kJ/mol. As for the spin multiplicity: 1. Its HOMO energy is -9.88 eV.

```
17
C6H10O ωB97M-V/def2-TZVPD
C -2.4441 -0.0684 0.0031
C -0.9070 -0.0288 0.0482
C 0.1741 -1.1306 0.2165
C 1.1959 0.0131 0.2532
C 2.5090 0.0965 -0.3848
O 2.3721 -0.0138 1.0301
C 0.1134 1.0923 0.3884
H -2.8534 -1.0232 0.3213
H -2.8983 0.7984 0.4736
H -2.7286 0.0185 -1.1204
H -1.0756 0.0544 -1.0173
H 0.2349 -1.7671 1.1093
H 0.2218 -1.7683 -0.6709
H 2.9330 -0.7787 -0.8800
H 2.8836 1.0564 -0.7440
H 0.1228 1.8582 -0.3926
H 0.1464 1.5911 1.3664
```

No. 2
The following is a quantum chemistry calculation of the molecule C6H10O, from the Open Molecules 2025 dataset.

For the energy, the calculation gives -309.69454 a.u. As for the strongest force on any atom: 0.4 eV/A. Its gap between HOMO and LUMO is 0.2740 Eh. The energy relative to the best compared isomer or geometry (same formula, charge and spin) is 388.1 kJ/mol. As for the spin multiplicity: 1. Its HOMO energy is -7.77 eV.

```
17
C6H10O ωB97M-V/def2-TZVPD
C 1.7925 0.1034 -0.1409
C 0.6907 0.6069 0.7818
C -0.3171 1.6235 0.2263
C -0.8363 -0.6199 -1.6197
C -1.3004 -1.4077 -0.5559
C -0.9070 -1.2674 0.7706
O -0.0428 -0.5152 1.3880
H 2.3711 0.9652 -0.4909
H 1.3702 -0.3938 -1.0146
H 2.4700 -0.5674 0.3998
H 1.1728 1.0234 1.6714
H -0.0416 1.9477 -0.7796
H -0.4056 2.4791 0.9075
H -1.3103 -0.9925 -2.5441
H -2.0187 -2.2273 -0.6519
H -1.2999 1.1509 0.1410
H -1.3877 -1.9090 1.5111
```